This record from the Open Molecules 2025 dataset describes the molecule C19H20BF9INO9S at a distorted geometry. The level of theory is ωB97M-V/def2-TZVPD.

Output
E, Ha: -3087.36745
E_LUMO, eV: -2.5
Multiplicity: 1
HOMO level, eV: -9.012
Frontier orbital gap, eV: 6.49

Geometry as XYZ:
```
61
Properties=species:S:1:pos:R:3:forces:R:3:lowdin_charge:R:1
C -3.5855 -0.2308 3.5210 1.471 -0.255 0.214 -0.15
C -2.5966 -1.3051 2.8752 -0.396 1.841 -1.353 -0.73
I -2.4745 -3.0971 4.0778 -0.157 0.598 -0.261 0.93
C -1.1674 -0.6011 2.6123 -0.374 -0.318 0.144 -0.20
C -0.8417 -0.4711 1.0656 0.272 0.885 -1.045 -0.06
C -1.0346 0.8967 0.4595 2.205 -2.668 -2.390 0.04
C -1.5570 2.1437 1.2234 -1.655 -0.141 -0.877 -0.42
O -2.6167 2.5927 0.8939 0.911 -0.397 0.502 0.18
O -0.9278 2.7754 2.3256 1.632 -1.730 -1.302 -0.11
S 0.7399 2.7538 2.2694 4.557 4.176 0.731 0.68
C 1.4970 1.2258 2.9217 -0.146 -1.738 0.173 -0.11
O 1.1799 3.8315 3.1619 -1.928 -2.133 -0.140 -0.29
O 1.3107 3.0191 0.9532 -2.104 -1.818 0.637 -0.27
C -0.6892 0.9772 -0.9768 -0.637 -0.006 2.256 0.02
C -0.8232 2.3709 -1.7086 0.215 -1.374 -0.980 -0.11
C 0.5683 3.0162 -2.1176 -0.204 0.200 -1.187 -0.17
C 0.3444 4.5669 -2.3193 -0.691 -0.598 0.204 -0.16
C -0.0189 5.3686 -1.0091 -0.598 0.907 -1.116 -0.25
O 1.0014 6.3769 -0.7916 -0.375 -0.937 0.988 -0.09
C -0.2327 -0.2465 -1.7237 -0.728 1.275 0.250 0.11
C 0.1225 0.0765 -3.2138 -0.255 0.143 -3.996 -0.69
O 1.3374 0.1984 -3.4474 -0.350 -0.444 1.881 0.04
O -0.7817 0.2362 -4.1001 0.684 -0.609 3.332 0.00
N -0.1144 -1.5097 -1.1339 -1.436 3.237 1.247 0.15
C 0.3059 -2.6836 -1.8815 -0.393 -2.324 -2.532 -0.30
F 0.2014 -2.5957 -3.2499 0.175 1.282 2.001 0.16
F -0.5364 -3.7878 -1.6845 1.385 1.835 1.295 0.13
C 1.8462 -3.0384 -1.6118 1.518 0.509 -1.066 -0.23
F 2.5531 -2.6280 -2.7403 -1.086 -0.743 1.700 0.13
F 2.4133 -2.3332 -0.5662 -1.315 -0.896 -0.831 0.13
C 2.1872 -4.5695 -1.4432 1.757 -0.455 1.622 -0.24
F 1.5105 -5.1826 -0.3985 0.354 1.133 -1.959 0.13
F 3.5278 -4.5996 -1.0279 -1.741 0.167 -0.814 0.11
C 2.1621 -5.4394 -2.7642 0.132 -2.518 -0.885 -0.43
F 1.0180 -5.3487 -3.4948 1.445 0.406 1.082 0.16
F 3.2387 -5.2360 -3.5797 -1.701 0.289 1.343 0.16
F 2.2557 -6.7646 -2.3484 -0.172 1.965 -0.405 0.12
C -0.3913 -1.5960 0.2594 -0.462 1.050 1.540 0.05
B -0.2095 -2.9511 1.1525 0.079 -1.817 0.045 -0.65
O -1.1874 -3.9370 1.0850 0.830 1.354 0.661 0.10
O 0.9023 -3.1901 1.9768 -0.772 1.221 -1.266 0.14
H -3.1086 0.0628 4.5059 -0.959 -0.319 -0.845 0.09
H -4.6187 -0.6409 3.6402 0.959 0.509 -0.039 0.08
H -3.5549 0.7025 2.8787 -0.339 -1.129 0.547 0.08
H -3.0126 -1.4968 1.8397 0.422 -0.604 1.348 0.10
H -0.3358 -1.0936 3.1897 -0.858 0.220 -0.772 0.10
H -1.2769 0.4214 3.0882 0.295 -1.037 -0.833 0.10
H 1.6182 0.4513 2.1127 -0.364 1.010 0.548 0.07
H 2.5385 1.4374 3.3047 -1.354 0.510 -0.537 0.10
H 0.9084 0.7453 3.7485 0.455 0.841 -0.729 0.07
H -1.4952 3.0840 -1.1711 0.777 -0.858 -0.083 0.11
H -1.3520 2.1236 -2.6828 0.516 0.349 1.087 0.13
H 0.8173 2.6003 -3.1412 -0.159 0.405 1.245 0.11
H 1.4314 2.7424 -1.4599 -0.983 0.441 -0.304 0.11
H -0.5471 4.6684 -3.0147 1.069 -0.149 0.606 0.12
H 1.2236 5.0109 -2.8528 -0.743 -0.211 0.743 0.12
H -0.9760 5.9488 -1.2075 0.871 -0.770 0.248 0.12
H -0.2235 4.7315 -0.1086 0.584 0.418 -0.809 0.09
H 1.0726 6.4788 0.1734 0.117 0.107 -0.565 0.08
H -1.1676 -4.4999 1.8855 0.110 0.142 -0.623 0.07
H 1.6215 -2.5621 1.7699 -0.360 -0.432 0.325 0.11
```
Positions in Å, forces in eV/Å.

***

This record from the Open Molecules 2025 dataset describes the molecule C5H11Cl3OSi at a distorted geometry. The level of theory is ωB97M-V/def2-TZVPD.

Output
ΔE to the lowest compared entry with this formula, charge and spin, kcal per mole: 12.5
E, Ha: -1942.39527
E_LUMO, eV: 0.6
Multiplicity: 1
HOMO level, eV: -9.629
SMILES: C[Si](C)(C)OCC(Cl)(Cl)Cl
Frontier orbital gap, eV: 10.20

Geometry as XYZ:
```
21
Properties=species:S:1:pos:R:3:forces:R:3:lowdin_charge:R:1
C -0.0449 -0.5659 -2.3175 1.161 -0.996 -3.314 -0.20
Si 0.2037 -0.6452 -0.4601 0.118 -2.189 0.076 0.36
C -0.3706 -2.4561 0.1093 4.884 2.559 -0.112 -0.11
C 1.9978 -0.3561 0.1118 -1.485 -1.100 -3.615 -0.17
O -0.9468 0.1711 0.3305 -1.247 5.389 0.500 -0.32
C -0.9199 1.8965 0.4244 2.524 -4.184 -0.440 -0.20
C -0.9196 2.0601 1.9177 -0.170 1.487 -0.654 -1.67
Cl -0.8698 3.8684 2.1744 -0.035 -0.270 -0.053 0.55
Cl 0.5047 1.3714 2.5304 1.334 -0.477 1.227 0.71
Cl -2.3395 1.4383 2.6894 -0.527 -0.266 0.131 0.66
H -0.0186 -1.6439 -2.7888 -0.336 1.612 1.243 0.05
H -1.0518 -0.1406 -2.6860 1.738 -0.349 0.634 0.05
H 0.8857 -0.1734 -2.9645 -2.168 -0.071 1.516 0.06
H -0.9092 -2.3491 0.9744 -1.211 0.006 2.219 -0.01
H -0.9360 -2.7561 -0.6677 -1.868 -1.622 -2.508 -0.03
H 0.5966 -3.0077 0.2432 -1.155 -0.047 -0.093 0.05
H 1.9654 -0.3361 1.1367 0.556 0.227 2.327 -0.05
H 2.3823 -1.3122 -0.2796 0.428 0.220 0.401 0.04
H 2.4848 0.4315 -0.4441 0.285 0.424 0.409 0.03
H -1.8074 2.3023 0.0038 -0.538 -0.007 -0.746 0.09
H 0.1129 2.2029 -0.0377 -2.287 -0.346 0.852 0.14
```
Positions in Å, forces in eV/Å.

***

This record from the Open Molecules 2025 dataset describes a 2-piece molecular cluster, C4H12NO2PS overall at a distorted geometry. The level of theory is ωB97M-V/def2-TZVPD.

Output
ΔE to the lowest compared entry with this formula, charge and spin, kcal per mole: 61.1
E, Ha: -1104.34730
E_LUMO, eV: 0.3
Multiplicity: 1
HOMO level, eV: -9.922
Frontier orbital gap, eV: 10.18

Geometry as XYZ:
```
21
Properties=species:S:1:pos:R:3:forces:R:3:lowdin_charge:R:1
C -3.9874 1.3366 -0.4241 2.188 -1.249 -0.041 -0.15
C 1.2319 -1.8848 -0.4504 -2.455 -0.228 2.728 -0.18
C 3.1078 -0.3578 0.9329 -1.348 3.673 -0.180 -0.18
C 0.7867 0.9172 -0.7649 1.572 -1.832 2.999 -0.15
N -2.9777 1.4227 0.6412 -0.247 1.118 0.028 -0.40
O -1.7499 -0.6606 0.0836 0.301 -1.075 -0.671 -0.49
O 0.5755 -0.3315 1.9387 -0.282 -0.210 -0.142 -0.44
P 1.2584 -0.3975 0.6280 2.074 0.444 -2.327 0.60
S -1.8272 0.5177 0.9109 -0.661 0.405 0.762 0.89
H -3.7864 0.3716 -0.9844 -0.504 1.289 0.102 0.08
H -4.8948 1.2351 0.1299 -1.016 0.420 -0.275 0.06
H -3.8244 2.2635 -1.0191 -0.785 -0.821 0.240 0.09
H 0.2398 -1.9065 -0.8661 -0.282 -0.020 -0.741 0.03
H 1.2377 -2.7729 0.1823 0.202 -0.036 0.260 0.06
H 2.0078 -1.9880 -1.1242 1.502 0.306 -1.521 0.02
H 3.3452 0.6192 1.5107 -0.040 -1.546 -1.271 0.08
H 3.7588 -0.6157 0.1180 0.140 0.657 -0.768 0.03
H 3.2797 -1.1217 1.5878 0.085 -2.109 2.170 0.00
H 1.4969 0.7146 -1.5084 1.176 -0.030 -1.144 0.02
H -0.1577 0.7528 -1.1555 -1.814 -0.476 -0.578 -0.02
H 0.8791 1.8862 -0.3669 0.193 1.321 0.371 0.03
```
Positions in Å, forces in eV/Å.

***

This record from the Open Molecules 2025 dataset describes a 2-piece molecular cluster, C4H11B overall at a distorted geometry. The level of theory is ωB97M-V/def2-TZVPD.

Output
ΔE to the lowest compared entry with this formula, charge and spin, kcal per mole: 18.9
E, Ha: -183.58229
E_LUMO (alpha / beta), eV: 0.0 / -0.7
Multiplicity: 3
HOMO level (alpha / beta), eV: -6.660 / -11.240
Frontier orbital gap (alpha / beta), eV: 6.64 / 10.52

Geometry as XYZ:
```
16
Properties=species:S:1:pos:R:3:forces:R:3:lowdin_charge:R:1
B 2.6009 -0.5860 -1.6710 0.111 -1.285 2.699 0.18
C -1.2594 1.2158 1.1760 -1.889 -0.817 -4.302 -0.06
C -0.6187 -1.1055 0.7632 2.963 -1.430 -1.579 -0.09
C -0.0840 0.5534 -1.0153 -0.655 -1.269 3.316 0.03
C -0.2134 0.3118 0.4566 0.877 1.274 -1.058 -0.47
H 2.6619 -1.6801 -1.1289 -0.440 0.606 -0.686 -0.06
H 3.1881 -0.1013 -2.4880 0.617 0.704 -1.846 -0.12
H -1.2338 2.2734 0.9267 -0.111 -0.043 -0.261 0.07
H -0.9733 1.0976 2.1137 0.600 -0.246 4.719 0.01
H -2.3208 0.7270 1.0167 1.992 1.349 0.245 0.12
H -0.9273 -1.6019 -0.1296 -0.114 -0.221 -1.266 0.06
H -1.5175 -1.1583 1.2634 -1.340 -0.308 2.306 0.04
H 0.2558 -1.7679 1.0394 -1.244 0.768 0.629 0.11
H -0.4430 -0.1327 -1.6536 -1.169 -2.810 -2.096 0.01
H 0.0415 1.4229 -1.4836 0.914 3.839 -1.112 0.02
H 0.8430 0.5318 0.8144 -1.113 -0.111 0.292 0.14
```
Positions in Å, forces in eV/Å.

***

This record from the Open Molecules 2025 dataset describes a 19-piece molecular cluster, C4H36BO26 overall at a distorted geometry. The level of theory is ωB97M-V/def2-TZVPD.

Output
ΔE to the lowest compared entry with this formula, charge and spin, kcal per mole: 20.3
E, Ha: -2155.48001
E_LUMO, eV: 1.8
Net charge: -1
Multiplicity: 1
HOMO level, eV: -8.152
Frontier orbital gap, eV: 9.93

Geometry as XYZ:
```
67
Properties=species:S:1:pos:R:3:forces:R:3:lowdin_charge:R:1
O -2.5859 21.9290 17.1734 0.145 -0.061 -0.036 0.16
C -2.3931 23.0977 17.0147 -0.124 -0.160 0.080 -0.35
O -2.8152 23.8132 15.9844 0.227 0.663 -0.239 0.21
B -2.4974 25.2456 16.2211 -0.999 0.000 0.249 -0.80
O -1.6454 25.2370 17.3898 0.189 0.727 0.175 0.29
C -1.6198 24.0600 17.9502 0.509 -0.550 0.314 -0.32
O -1.0407 23.7606 18.9690 -0.348 0.241 -0.545 0.14
O -3.7873 25.9807 16.4799 -0.240 0.108 0.197 0.25
C -4.0332 26.8948 15.5729 -0.317 -1.991 1.018 -0.36
O -5.0902 27.4776 15.4695 0.500 0.559 -0.244 0.09
C -2.7812 26.9202 14.7054 -0.257 2.807 -1.110 -0.37
O -1.9568 26.0256 15.0935 0.956 -1.459 0.116 0.27
O -2.5705 27.7966 13.8802 -0.125 -1.119 0.273 0.12
O -7.0767 29.7933 15.3134 0.042 0.224 0.143 -0.04
H -6.4941 29.3514 15.9463 -0.018 -0.073 -0.213 0.03
H -6.9256 30.7357 15.4507 -0.036 -0.103 0.025 0.06
O -6.8640 25.0331 15.6411 -0.107 0.162 0.069 -0.05
H -7.7951 25.1269 15.4148 0.090 -0.008 -0.039 0.03
H -6.5358 25.9402 15.7177 0.011 -0.129 -0.014 0.00
O 1.1659 21.5781 20.5867 0.147 -0.316 0.003 -0.07
H 1.4136 22.1075 19.8216 -0.021 0.004 0.084 0.04
H 0.5149 20.9401 20.2448 0.135 0.298 0.043 0.01
O 0.3858 28.2780 13.1959 -0.017 0.081 0.042 -0.05
H 1.1518 28.8282 13.0010 -0.079 -0.013 0.038 0.06
H -0.3785 28.8494 13.0150 0.200 -0.034 0.133 0.01
O -1.0232 18.7870 17.6987 -0.190 -0.170 -0.154 -0.06
H -1.6971 19.1627 17.1178 0.146 0.078 0.092 0.03
H -1.5152 18.2826 18.3548 0.059 0.071 -0.019 0.03
O -4.2612 28.7412 18.4569 -0.171 0.132 -0.102 -0.05
H -5.0327 28.1702 18.5523 0.160 -0.060 -0.028 0.04
H -4.2071 28.9185 17.5110 -0.003 -0.057 0.088 0.01
O -4.5041 21.9271 19.4670 -0.055 -0.207 0.132 -0.05
H -4.2075 21.3276 20.1628 -0.059 0.124 -0.058 0.03
H -4.9504 21.3658 18.8217 0.085 0.124 0.017 0.04
O -4.0770 22.1724 13.9380 -0.156 -0.095 0.231 -0.07
H -3.7714 21.2646 13.8552 0.093 0.091 -0.003 0.03
H -3.5664 22.5364 14.6806 -0.162 -0.064 -0.403 0.00
O 0.1637 28.2431 16.1758 0.038 0.005 -0.233 -0.06
H 0.2289 28.2552 15.2036 -0.049 -0.014 0.170 0.00
H -0.7552 28.4513 16.3671 0.080 0.044 0.030 0.02
O -1.2001 30.8657 13.5436 -0.086 -0.373 -0.284 -0.06
H -1.1446 31.3466 12.7101 -0.075 0.046 0.117 0.05
H -2.0784 30.4404 13.5197 0.015 0.400 0.130 -0.01
O -1.1916 22.9233 22.3096 -0.294 -0.103 0.216 -0.06
H -0.5311 22.2526 22.5188 0.067 0.095 -0.278 0.04
H -1.6898 22.5424 21.5729 0.226 -0.037 0.045 0.01
O -0.8566 25.6681 12.2942 -0.166 -0.145 0.145 -0.05
H 0.0345 25.4133 12.5585 -0.045 0.141 -0.017 0.05
H -1.0769 26.4128 12.8717 0.241 0.083 -0.306 -0.01
O -1.3356 21.1292 19.7527 -0.171 0.290 0.353 -0.09
H -1.0799 22.0450 19.4960 -0.353 -0.471 0.027 0.01
H -2.1076 20.9425 19.2075 0.201 0.131 -0.264 0.01
O -2.4130 28.5920 10.9032 0.158 0.122 -0.090 -0.05
H -2.3608 29.3289 11.5238 -0.199 -0.101 -0.132 -0.01
H -3.2087 28.1161 11.1624 0.070 -0.016 -0.045 0.03
O 0.1288 25.4422 21.4771 0.137 0.231 -0.062 -0.08
H -0.1480 25.1396 22.3461 -0.087 -0.192 -0.094 0.01
H -0.1927 24.7548 20.8808 -0.015 0.023 0.077 -0.01
O -6.2561 28.3142 12.9539 0.165 0.009 -0.079 -0.07
H -6.7122 28.9304 13.5486 0.042 -0.242 0.090 0.00
H -5.6492 27.8450 13.5504 -0.428 0.120 -0.018 0.01
O -1.2310 22.9747 13.2113 0.224 -0.138 0.250 -0.07
H -1.4189 23.9082 13.3852 0.042 -0.072 -0.298 0.00
H -1.4669 22.8595 12.2866 -0.092 0.110 0.048 0.04
O -3.9268 30.0581 13.0523 0.143 0.068 -0.028 -0.07
H -4.8554 30.3118 13.0663 0.073 -0.131 -0.113 0.05
H -3.9400 29.0888 13.0210 -0.069 0.294 0.283 0.00
```
Positions in Å, forces in eV/Å.